C37H48BN9S3Ti | wB97M-V/def2-TZVPD

The geometry in XYZ format:
```
99
Properties=species:S:1:pos:R:3:lowdin_charge:R:1
Ti -0.673 -2.777 0.346 0.57
C 4.756 -2.168 -0.099 -0.05
C 3.823 -1.011 -0.243 -0.23
C 4.219 0.260 -0.531 0.09
C 3.270 1.311 -0.585 -0.17
N 1.995 1.085 -0.382 0.20
N 1.586 -0.166 -0.141 0.02
B 0.097 -0.486 0.210 -0.57
N -0.192 -0.001 1.676 -0.02
N -0.279 1.328 1.705 0.20
C -0.563 1.953 2.819 -0.17
C -0.745 1.227 4.014 0.10
C -0.658 -0.137 4.005 -0.23
C -0.885 -0.958 5.232 -0.05
C -0.389 -0.772 2.763 -0.58
S -0.404 -2.493 2.690 0.75
C -0.689 3.462 2.739 -0.54
C -1.136 4.080 4.064 -0.05
C 0.683 4.032 2.350 -0.04
C -1.712 3.810 1.644 -0.03
N -0.906 0.117 -0.787 0.00
N -0.463 0.883 -1.781 0.19
C -1.317 1.450 -2.597 -0.18
C -2.707 1.271 -2.436 0.09
C -3.180 0.483 -1.424 -0.23
C -4.635 0.238 -1.189 -0.04
C -2.219 -0.139 -0.592 -0.54
S -2.664 -1.232 0.651 0.83
C -0.735 2.353 -3.670 -0.54
C 0.399 1.616 -4.399 -0.04
C -1.778 2.782 -4.704 -0.05
C -0.210 3.608 -2.949 -0.03
C 2.429 -1.202 -0.070 -0.53
S 1.790 -2.755 0.241 0.84
C 3.728 2.730 -0.892 -0.53
C 5.204 2.942 -0.530 -0.05
C 2.877 3.739 -0.118 -0.05
C 3.563 2.969 -2.401 -0.02
H 5.792 -1.858 -0.207 0.09
H 4.530 -2.934 -0.842 0.09
H 4.621 -2.630 0.881 0.09
H 5.264 0.467 -0.709 0.13
H -0.974 1.741 4.937 0.13
H -1.069 -0.326 6.097 0.09
H -0.022 -1.595 5.430 0.09
H -1.742 -1.619 5.086 0.09
H -0.413 3.904 4.862 0.09
H -2.115 3.713 4.378 0.09
H -1.217 5.158 3.930 0.10
H 1.434 3.801 3.109 0.10
H 0.616 5.117 2.256 0.10
H 1.003 3.611 1.400 0.03
H -2.696 3.403 1.888 0.09
H -1.393 3.410 0.681 0.07
H -1.802 4.893 1.563 0.09
H -3.397 1.744 -3.120 0.13
H -5.246 0.772 -1.914 0.09
H -4.911 0.555 -0.182 0.09
H -4.850 -0.830 -1.249 0.07
H -0.012 0.826 -5.031 0.09
H 1.097 1.168 -3.695 0.06
H 0.940 2.311 -5.041 0.09
H -2.229 1.922 -5.203 0.09
H -1.285 3.385 -5.466 0.10
H -2.566 3.398 -4.266 0.09
H 0.456 3.335 -2.130 0.05
H -1.040 4.186 -2.536 0.09
H 0.328 4.247 -3.651 0.10
H 5.431 2.619 0.488 0.10
H 5.426 4.006 -0.596 0.10
H 5.873 2.434 -1.227 0.09
H 3.009 3.610 0.958 0.09
H 1.823 3.620 -0.362 0.05
H 3.180 4.754 -0.376 0.10
H 4.153 2.254 -2.979 0.10
H 3.912 3.973 -2.646 0.10
H 2.522 2.881 -2.693 0.05
N -1.429 -5.145 1.605 0.08
C -2.581 -4.772 0.894 -0.31
C -3.831 -5.286 1.229 0.03
C -4.894 -5.024 0.392 -0.01
C -4.683 -4.274 -0.763 -0.03
C -3.436 -3.744 -0.981 -0.13
N -2.399 -3.960 -0.152 -0.06
C -0.304 -5.546 0.867 -0.31
C 0.407 -6.694 1.196 0.03
C 1.398 -7.116 0.331 -0.01
C 1.637 -6.399 -0.837 -0.03
C 0.937 -5.236 -1.048 -0.16
N -0.007 -4.792 -0.195 -0.07
H -1.611 -5.709 2.420 0.15
H -3.948 -5.906 2.108 0.13
H -5.872 -5.427 0.617 0.13
H -5.485 -4.095 -1.465 0.12
H -3.239 -3.117 -1.840 0.13
H 0.168 -7.256 2.088 0.13
H 1.959 -8.014 0.552 0.13
H 2.373 -6.730 -1.555 0.12
H 1.131 -4.617 -1.911 0.12
```

* net charge: +2
* largest force on an atom: 0.034 hartree/bohr
* HOMO (spin up / spin down): -12.7 / -12.7 eV
* energy relative to the best compared isomer or geometry (same formula, charge and spin): 32.5 kcal/mol
* gap between HOMO and LUMO (spin up / spin down): 7.1 / 7.1 eV
* DFT total energy: -108847.6451 eV



C13H11FeNO7 | wB97M-V/def2-TZVPD

The geometry in XYZ format:
```
33
Properties=species:S:1:pos:R:3:lowdin_spin:R:1
C 2.606 1.479 0.697 0.02
O 2.684 0.366 -0.231 0.15
C 1.536 -0.286 -0.690 0.32
C 0.536 -0.768 0.263 0.05
C -0.809 -0.582 -0.105 0.48
C -1.131 -0.031 -1.364 0.43
C -0.148 -0.109 -2.385 0.09
C 1.196 -0.301 -2.077 0.43
Fe 1.827 -2.394 -0.382 1.57
C 0.628 -3.373 0.396 0.04
O -0.206 -4.018 0.893 0.01
C 3.062 -2.852 0.718 0.07
O 3.827 -3.422 1.380 0.03
C 2.121 -3.673 -1.549 0.09
O 2.295 -4.617 -2.198 0.05
H 3.315 1.295 1.515 0.00
H 2.958 2.341 0.120 0.00
H 1.595 1.647 1.097 0.00
H 0.790 -0.732 1.339 0.01
H -1.570 -0.797 0.659 0.02
H -1.328 1.925 -0.635 0.01
H -2.134 0.216 -1.671 0.02
H -0.469 0.080 -3.409 0.00
H 2.012 -0.281 -2.811 0.02
C -3.093 2.482 1.992 0.00
C -1.736 2.394 1.349 0.01
O -0.618 2.690 1.747 0.00
N -2.003 1.804 0.112 0.05
C -3.336 1.373 0.007 0.00
O -3.894 0.840 -0.932 0.00
O -3.926 1.581 1.210 0.00
H -3.126 2.208 3.053 0.00
H -3.461 3.517 1.893 0.00
```

* net charge: 0
* largest force on an atom: 0.090 hartree/bohr
* expectation value of S²: 6.0773
* HOMO (spin up / spin down): -5.7 / -8.9 eV
* multiplicity: 5
* energy relative to the best compared isomer or geometry (same formula, charge and spin): 0.0 kcal/mol
* gap between HOMO and LUMO (spin up / spin down): 5.9 / 6.0 eV
* DFT total energy: -63862.9673 eV



C32H30N3O4 | wB97M-V/def2-TZVPD

The geometry in XYZ format:
```
69
Properties=species:S:1:pos:R:3:lowdin_charge:R:1
C -6.297 3.400 0.045 -0.11
C -5.529 2.267 0.746 -0.10
C -4.132 2.508 0.321 -0.16
C -4.107 3.712 -0.421 -0.23
O -5.321 4.285 -0.606 -0.01
C -2.926 4.332 -0.815 0.01
C -1.735 3.745 -0.464 -0.03
C -1.751 2.511 0.217 -0.21
C -0.489 1.752 0.516 -0.13
C 0.817 2.280 -0.067 -0.24
C 1.912 2.277 0.801 -0.03
C 3.135 2.744 0.333 -0.17
C 3.232 3.336 -0.955 -0.24
O 4.477 3.769 -1.266 -0.02
C 5.345 3.442 -0.084 -0.08
C 4.479 2.741 0.971 -0.11
C 2.137 3.403 -1.827 0.03
C 0.979 2.764 -1.394 -0.06
C -2.945 1.861 0.592 0.01
H -6.946 3.014 -0.753 0.12
H -6.871 4.015 0.751 0.13
H -5.639 2.379 1.830 0.12
H -5.922 1.292 0.457 0.12
H -2.985 5.234 -1.397 0.12
H -0.819 4.219 -0.826 0.11
H -0.316 1.468 1.581 0.13
H 1.846 1.740 1.757 0.13
H 6.131 2.782 -0.477 0.13
H 5.739 4.395 0.299 0.13
H 4.414 3.298 1.913 0.13
H 4.838 1.722 1.183 0.11
H 2.292 3.827 -2.826 0.13
H 0.188 2.545 -2.110 0.12
H -2.936 0.851 1.025 0.12
C 0.279 -2.504 2.624 0.04
N -0.467 -2.570 1.352 0.01
C 0.059 -2.161 0.177 -0.16
H -0.722 0.840 0.027 0.07
C 1.492 -2.130 -0.065 -0.14
C 1.936 -3.459 -0.303 0.00
C 3.268 -3.702 -0.527 0.03
C 4.129 -2.598 -0.540 -0.13
N 5.492 -2.878 -0.773 -0.31
O 6.330 -1.954 -0.798 0.09
O 5.803 -4.082 -0.951 0.07
C 3.691 -1.270 -0.322 0.05
C 2.350 -0.994 -0.087 0.05
N -0.909 -2.220 -0.779 0.02
C -0.688 -1.824 -2.169 0.04
C -2.018 -2.934 -0.260 -0.11
C -1.741 -3.134 1.117 -0.12
C -2.224 -4.246 1.810 0.01
C -2.994 -5.196 1.096 -0.05
C -3.255 -5.008 -0.272 -0.05
C -2.755 -3.883 -0.976 0.01
H -0.282 -3.001 3.431 0.10
H 1.291 -2.973 2.598 0.12
H 0.371 -1.422 2.824 0.11
H 1.233 -4.310 -0.315 0.15
H 3.634 -4.711 -0.688 0.13
H 4.436 -0.480 -0.345 0.12
H 1.945 0.023 0.058 0.10
H -1.511 -2.215 -2.760 0.09
H -0.700 -0.726 -2.227 0.11
H 0.239 -2.216 -2.617 0.11
H -1.925 -4.348 2.866 0.12
H -3.366 -6.092 1.609 0.12
H -3.834 -5.777 -0.796 0.12
H -2.887 -3.762 -2.066 0.12
```

* net charge: +1
* largest force on an atom: 0.087 hartree/bohr
* HOMO: -9.8 eV
* energy relative to the best compared isomer or geometry (same formula, charge and spin): 0.0 kcal/mol
* gap between HOMO and LUMO: 5.8 eV
* DFT total energy: -46320.7843 eV



C4H6N2S | wB97M-V/def2-TZVPD

The geometry in XYZ format:
```
13
Properties=species:S:1:pos:R:3:lowdin_charge:R:1
C -0.707 -1.354 -0.004 -0.41
C -0.165 1.712 -0.055 -0.19
C 0.645 0.578 0.386 -0.37
C 0.439 -0.529 -0.532 -0.35
H -1.098 -2.154 -0.673 0.07
H -0.482 -1.808 0.986 0.09
H 0.146 2.754 -0.258 0.12
H 0.462 0.379 1.459 0.16
H 2.153 -0.588 0.639 0.08
H 0.322 -0.187 -1.605 0.16
N -1.418 1.409 -0.237 -0.33
N 1.799 -0.095 -0.143 0.11
S -2.096 -0.119 0.035 0.87
```

* net charge: 0
* SMILES: C1=NSC[C@@H]2N[C@@H]12
* largest force on an atom: 0.035 hartree/bohr
* HOMO: -8.7 eV
* energy relative to the best compared isomer or geometry (same formula, charge and spin): 83.6 kcal/mol
* gap between HOMO and LUMO: 9.5 eV
* DFT total energy: -18057.3486 eV



Please write out number 2 again, unchanged.
C13H11FeNO7 | wB97M-V/def2-TZVPD

The geometry in XYZ format:
```
33
Properties=species:S:1:pos:R:3:lowdin_spin:R:1
C 2.606 1.479 0.697 0.02
O 2.684 0.366 -0.231 0.15
C 1.536 -0.286 -0.690 0.32
C 0.536 -0.768 0.263 0.05
C -0.809 -0.582 -0.105 0.48
C -1.131 -0.031 -1.364 0.43
C -0.148 -0.109 -2.385 0.09
C 1.196 -0.301 -2.077 0.43
Fe 1.827 -2.394 -0.382 1.57
C 0.628 -3.373 0.396 0.04
O -0.206 -4.018 0.893 0.01
C 3.062 -2.852 0.718 0.07
O 3.827 -3.422 1.380 0.03
C 2.121 -3.673 -1.549 0.09
O 2.295 -4.617 -2.198 0.05
H 3.315 1.295 1.515 0.00
H 2.958 2.341 0.120 0.00
H 1.595 1.647 1.097 0.00
H 0.790 -0.732 1.339 0.01
H -1.570 -0.797 0.659 0.02
H -1.328 1.925 -0.635 0.01
H -2.134 0.216 -1.671 0.02
H -0.469 0.080 -3.409 0.00
H 2.012 -0.281 -2.811 0.02
C -3.093 2.482 1.992 0.00
C -1.736 2.394 1.349 0.01
O -0.618 2.690 1.747 0.00
N -2.003 1.804 0.112 0.05
C -3.336 1.373 0.007 0.00
O -3.894 0.840 -0.932 0.00
O -3.926 1.581 1.210 0.00
H -3.126 2.208 3.053 0.00
H -3.461 3.517 1.893 0.00
```

* net charge: 0
* largest force on an atom: 0.090 hartree/bohr
* expectation value of S²: 6.0773
* HOMO (spin up / spin down): -5.7 / -8.9 eV
* multiplicity: 5
* energy relative to the best compared isomer or geometry (same formula, charge and spin): 0.0 kcal/mol
* gap between HOMO and LUMO (spin up / spin down): 5.9 / 6.0 eV
* DFT total energy: -63862.9673 eV



Question: Look up the largest force on an atom of the third one.
Answer: 0.087 hartree/bohr